The following is a quantum chemistry calculation of an isolated ion of composition C4H9N2S and charge +1 in a non-equilibrium geometry, from the Open Molecules 2025 dataset.

Cartesian coordinates (Å):
C 1.308 1.656 -0.797
C 1.070 -0.786 0.440
C 0.406 -2.045 0.485
C -2.021 0.564 0.017
N -0.078 1.703 -0.538
N -0.659 0.730 -0.084
S 1.909 -0.123 -0.887
H 1.620 1.978 -1.778
H 1.903 2.042 0.051
H 1.194 -0.236 1.314
H -0.694 -2.026 0.825
H 0.930 -2.762 1.146
H 0.236 -2.303 -0.567
H -2.324 1.231 0.849
H -2.193 -0.449 0.352
H -2.608 0.824 -0.829

Force components x, y, z for each atom (eV/Å):
1.81 -1.88 1.92
-0.45 2.26 -1.26
-2.13 -1.52 -0.75
-1.77 0.70 2.49
-2.22 -0.12 -0.51
4.50 -0.09 -1.14
-0.40 -0.92 -0.22
-0.29 0.73 -0.09
-0.50 0.72 -0.61
0.08 0.89 1.68
1.74 0.49 0.23
-0.21 0.07 -0.60
0.60 -1.04 0.27
-0.31 -0.30 -0.26
-0.29 -0.25 -0.13
-0.19 0.25 -0.99

The calculated total energy is -665.1295 hartree. The value obtained for the HOMO energy (alpha / beta) is -13.96 / -13.96 eV. Its total charge is +1. As for the relative energy (zero: lowest compared OMol25 entry of this formula, charge and spin): 102.2 kcal/mol.

Atom charges from the Mulliken analysis, given in e for atoms 1 to 6: -0.386, 0.147, -0.956, -0.733, -0.553, 0.466

---

The following is a quantum chemistry calculation of the molecule C5H10O2 in a non-equilibrium geometry, from the Open Molecules 2025 dataset.

Cartesian coordinates (Å):
C -1.860 0.587 -0.467
C -1.257 -0.775 -0.101
O -0.849 -0.901 1.238
C 0.572 -0.390 1.398
C 1.168 -0.536 0.013
C 1.690 0.697 -0.713
O -0.166 -1.123 -0.881
H -1.122 1.376 -0.281
H -2.163 0.650 -1.521
H -2.734 0.776 0.164
H -2.048 -1.539 0.085
H 0.550 0.645 1.781
H 0.964 -1.081 2.151
H 1.823 -1.400 -0.088
H 1.502 0.515 -1.772
H 2.767 0.886 -0.592
H 1.162 1.611 -0.415

Force components x, y, z for each atom (eV/Å):
0.17 -0.05 0.23
-0.65 -0.38 1.03
2.39 1.65 1.42
-2.34 -0.71 -0.23
-1.95 -0.89 -1.66
-0.24 -0.12 -0.04
2.21 1.03 1.39
-0.11 -0.04 -0.04
0.15 -0.23 0.30
0.12 0.00 -0.10
0.10 0.02 -1.92
0.10 -0.38 -0.28
0.26 0.33 -0.26
-0.05 0.16 0.01
0.12 0.18 0.00
-0.30 -0.33 0.19
0.02 -0.24 -0.04

The calculated total energy is -346.9306 hartree. The value obtained for the HOMO energy is -9.62 eV. As for the SMILES: C[C@@H]1OC[C@H](C)O1. Its total charge is 0. As for the relative energy (zero: lowest compared OMol25 entry of this formula, charge and spin): 59.5 kcal/mol.

Atom charges from the Mulliken analysis, given in e for atoms 1 to 6: -0.942, 0.317, -0.430, -0.470, 0.346, -1.233

---

The following is a quantum chemistry calculation of a 8-piece molecular cluster, C17H33F3O14 overall in a non-equilibrium geometry, from the Open Molecules 2025 dataset.

Cartesian coordinates (Å):
O -4.491 -10.572 -1.376
C -4.132 -9.896 -2.346
O -3.824 -10.371 -3.562
C -3.809 -9.294 -4.527
C -3.452 -8.136 -3.681
F -4.080 -7.045 -4.183
O -3.842 -8.561 -2.354
H -3.183 -9.544 -5.384
H -4.841 -9.230 -4.873
H -2.426 -7.775 -3.752
O -1.316 8.928 5.442
C -1.927 8.044 4.940
O -1.853 6.756 5.365
C -2.801 5.991 4.658
C -3.528 6.983 3.760
F -4.733 7.017 4.323
O -2.754 8.137 3.790
H -2.210 5.229 4.150
H -3.431 5.517 5.410
H -3.726 6.625 2.750
O 8.181 6.336 7.520
C 7.372 6.151 6.564
O 7.177 6.949 5.557
C 6.309 6.397 4.617
C 5.654 5.241 5.361
F 5.497 4.265 4.368
O 6.567 5.044 6.353
H 5.618 7.103 4.157
H 7.002 6.131 3.820
H 4.747 5.706 5.749
C 0.161 -0.677 0.181
C -1.283 -0.596 -0.326
C -1.442 -1.864 -1.084
O -0.629 -2.802 -0.469
C 0.374 -2.201 0.248
H 0.395 -0.228 1.146
H 0.925 -0.136 -0.377
H -1.468 0.298 -0.923
H -1.998 -0.487 0.489
H -1.124 -1.639 -2.103
H -2.513 -2.047 -0.993
H 1.294 -2.450 -0.281
H 0.345 -2.489 1.299
C -6.327 0.094 -7.501
O -5.115 0.456 -7.013
H -6.540 -0.067 -8.558
H -6.739 -0.776 -6.990
H -6.967 0.926 -7.207
H -4.790 1.217 -7.499
C 7.662 1.965 -2.422
O 7.005 0.798 -2.994
H 8.734 1.772 -2.376
H 7.320 2.719 -3.131
H 7.304 2.256 -1.434
H 7.015 0.100 -2.334
C 7.715 -6.177 -2.038
O 8.800 -7.006 -1.929
H 7.182 -6.443 -2.951
H 7.044 -6.397 -1.207
H 8.109 -5.162 -2.083
H 9.468 -6.572 -2.464
C -7.827 0.692 2.412
O -7.957 1.953 1.646
H -8.700 0.634 3.062
H -7.791 -0.130 1.697
H -6.930 0.607 3.025
H -8.478 1.733 0.870

Force components x, y, z for each atom (eV/Å):
1.12 2.59 -3.26
-0.12 -1.69 2.20
-0.20 -0.94 -0.49
-0.74 -1.80 0.22
0.86 0.41 0.04
-1.32 0.54 0.66
-0.22 1.13 -0.48
0.25 0.08 0.42
-0.01 0.48 -0.17
0.37 -0.78 0.85
-0.60 -0.14 -0.74
0.65 0.01 0.12
-0.13 1.57 -0.15
1.33 -1.20 -0.01
1.11 -2.25 -0.57
-2.23 1.77 0.74
-0.01 -0.15 1.60
-0.35 -0.11 -0.35
-0.34 0.08 -0.41
0.57 0.40 -0.23
-4.01 -1.22 -4.31
3.18 -0.31 3.78
0.40 2.56 0.43
0.50 0.14 -1.74
0.57 2.62 -2.82
-0.12 0.10 2.08
0.75 -1.78 2.14
-0.02 0.27 0.63
-0.46 -0.85 -0.32
-0.80 -1.51 0.14
0.52 0.29 0.66
0.68 2.03 0.93
-0.90 1.26 -0.31
-1.54 -1.64 -0.36
1.46 1.34 0.10
-0.79 -0.10 0.42
-0.30 -0.36 -1.01
0.14 -0.07 -0.28
0.09 -0.39 0.27
-0.17 -0.57 -0.40
0.09 -1.06 -0.59
0.49 -0.20 0.67
0.24 -0.52 -0.10
-3.27 0.53 0.37
2.76 -0.32 0.05
0.97 -0.03 -0.41
0.45 -0.12 0.18
-0.97 -0.07 -0.22
0.06 0.00 0.04
-0.91 -0.86 -0.93
0.21 0.39 0.85
0.06 0.48 -0.20
0.81 0.39 0.20
-0.18 -0.27 0.10
0.00 -0.13 -0.01
-1.12 0.25 -0.36
1.96 -1.13 0.17
-0.39 0.46 -0.23
0.02 0.52 0.11
-0.89 0.42 0.23
0.40 -0.53 0.08
-0.71 0.87 -0.98
0.76 -1.09 1.00
0.05 -0.35 0.02
-0.17 -0.17 0.18
0.10 0.71 -0.23
-0.01 0.03 0.01

The calculated total energy is -2020.3291 hartree. The value obtained for the HOMO energy is -9.73 eV. As for the SMILES: O=C1OC[C@@H](F)O1.O=C1OC[C@@H](F)O1.O=C1OC[C@@H](F)O1.C1CCOC1.CO.CO.CO.CO. Its total charge is 0.

Atom charges from the Mulliken analysis, given in e for atoms 1 to 6: -0.536, 0.675, -0.330, -0.360, 0.347, -0.273

---

The following is a quantum chemistry calculation of the molecule C11H15BrSi in a non-equilibrium geometry, from the Open Molecules 2025 dataset.

Cartesian coordinates (Å):
C -0.466 -2.523 0.517
Si 0.974 -1.358 0.049
C 2.596 -1.864 0.886
C 1.010 -1.390 -1.881
C 0.890 0.620 0.303
Br 2.612 1.524 0.060
C 0.327 0.935 1.707
C -0.929 1.450 0.857
C -2.184 1.930 1.071
C -2.734 2.422 -0.097
C -2.084 2.414 -1.311
C -0.820 1.817 -1.519
C -0.268 1.307 -0.378
H -1.077 -2.266 1.342
H -1.013 -2.615 -0.405
H 0.009 -3.464 0.789
H 2.049 -2.742 1.243
H 3.346 -2.045 0.057
H 3.073 -1.124 1.584
H 1.967 -1.717 -2.361
H 0.455 -2.380 -2.218
H 0.525 -0.507 -2.320
H 0.760 1.809 2.154
H 0.191 0.051 2.258
H -2.538 1.873 2.063
H -3.776 2.923 0.016
H -2.596 2.869 -2.054
H -0.300 2.052 -2.413

Force components x, y, z for each atom (eV/Å):
1.54 0.64 -0.28
0.95 2.17 -1.74
-0.15 0.71 -1.40
-0.28 -3.33 -0.37
0.21 -0.88 -0.31
0.16 -0.35 -0.37
-2.23 1.45 -2.81
1.81 -1.46 1.02
1.49 -0.53 -0.77
-3.14 1.31 0.85
1.32 -1.45 1.69
-0.90 1.16 0.63
0.01 0.02 1.86
-0.79 0.48 0.73
-0.51 -0.24 -0.10
-0.02 -0.26 -0.24
1.61 -0.52 0.92
-0.88 -0.29 1.07
-0.90 -1.07 -0.28
-0.28 1.25 0.52
0.25 2.06 0.64
0.36 -0.44 -0.06
0.46 -0.08 0.67
-0.14 -0.76 1.47
-1.02 0.47 0.70
1.86 -0.89 -0.62
-1.18 1.32 -2.56
0.40 -0.48 -0.86

The calculated total energy is -3291.5879 hartree. The value obtained for the HOMO energy is -8.78 eV. As for the SMILES: C[Si](C)(C)[C@]1(Br)Cc2ccccc21. Its total charge is 0. As for the relative energy (zero: lowest compared OMol25 entry of this formula, charge and spin): 5.8 kcal/mol.

Atom charges from the Mulliken analysis, given in e for atoms 1 to 6: -1.192, 0.631, -0.993, -1.113, 1.075, -0.137